No. 1
Density functional theory data (ωB97M-V/def2-TZVPD) for a cluster of 2 separate species, C4H8NS in total at a distorted geometry.

The geometry in XYZ format:
```
14
Properties=species:S:1:pos:R:3:lowdin_charge:R:1
C -1.70 -1.09 -0.59 -0.001
C -2.06 -0.70 0.83 0.028
C 1.13 1.63 0.02 -0.106
C 1.16 0.21 -0.33 -0.444
N -0.76 -0.52 -0.02 0.054
S 2.13 -0.98 0.64 0.841
H -2.08 -1.57 -1.49 0.139
H -2.58 0.21 0.92 0.078
H -2.03 -1.36 1.67 0.098
H 1.69 2.25 -0.62 0.093
H 0.03 1.84 -0.17 0.125
H 1.35 1.87 1.01 0.073
H 1.24 -0.11 -1.39 0.102
H 2.49 -1.71 -0.47 -0.079
```

Properties
Lowest unoccupied orbital energy   -4.892 eV
Maximum force   0.0731 hartree/bohr
Net charge   +1
DFT total energy   -609.7526 a.u.
Kohn-Sham gap   9.44 eV
ΔE to the lowest compared entry with this formula, charge and spin   308.2 kJ/mol

No. 2
Density functional theory data (ωB97M-V/def2-TZVPD) for a structure of composition FH5N3OP at a distorted geometry.

The geometry in XYZ format:
```
11
Properties=species:S:1:pos:R:3:lowdin_charge:R:1
N -0.28 -0.49 1.38 -0.063
N -0.80 -0.35 -1.22 -0.065
N 1.47 1.30 -0.33 -0.108
O -1.44 1.73 0.39 -0.331
F 2.07 0.05 -0.20 -0.273
P -0.59 0.55 0.16 0.518
H 0.21 -1.30 1.02 0.055
H -0.71 -0.22 2.28 0.091
H -0.64 0.27 -2.03 0.081
H -0.12 -1.08 -1.14 0.026
H 1.74 1.80 0.60 0.069
```

Properties
Lowest unoccupied orbital energy   0.444 eV
Maximum force   0.0833 hartree/bohr
DFT total energy   -683.6798 a.u.
Kohn-Sham gap   9.60 eV
ΔE to the lowest compared entry with this formula, charge and spin   104.9 kJ/mol

No. 3
Density functional theory data (ωB97M-V/def2-TZVPD) for a cluster of 4 separate species, C28H50B2F9IN2O12P in total at a distorted geometry.

The geometry in XYZ format:
```
105
Properties=species:S:1:pos:R:3:lowdin_charge:R:1
C -4.07 -2.75 -1.67 -0.116
C -4.28 -1.40 -2.56 -0.242
C -4.52 -0.13 -1.61 -0.190
C -3.31 0.95 -1.65 -0.223
N -3.64 1.99 -0.63 0.065
B -2.41 2.56 0.09 -0.861
B -1.93 3.85 -0.87 -0.433
O -2.69 5.09 -0.89 0.039
O -0.74 3.62 -1.70 0.040
O -3.01 3.03 1.39 -0.042
C -2.65 2.11 2.47 -0.285
C -4.06 1.62 3.07 -0.160
N -5.11 1.36 2.01 -0.101
C -5.86 0.16 2.55 -0.159
C -2.12 3.14 3.59 -0.100
C -2.34 4.67 3.10 -0.667
O -3.42 5.28 3.21 -0.047
I -0.66 5.81 2.23 0.807
C -1.61 0.99 1.86 -0.470
O -2.51 -0.09 1.51 -0.125
C -1.86 -1.36 1.36 -0.227
C -0.80 -1.43 0.13 -0.220
C 0.08 -2.78 0.25 -0.139
P 0.02 0.65 2.75 1.024
C -0.44 0.43 4.61 -0.298
C 1.23 2.12 2.55 -0.394
C 1.94 2.02 1.08 -0.168
O -1.36 1.65 0.58 -0.015
H -4.78 -3.55 -2.12 0.047
H -4.37 -2.60 -0.57 0.060
H -2.98 -3.08 -1.79 0.066
H -5.24 -1.53 -3.19 0.082
H -3.41 -1.21 -3.28 0.100
H -5.53 0.38 -1.82 0.103
H -4.58 -0.47 -0.50 0.093
H -2.36 0.36 -1.44 0.099
H -3.25 1.47 -2.69 0.122
H -4.01 2.79 -1.18 0.099
H -2.23 5.78 -0.37 0.039
H -0.81 2.66 -1.92 0.079
H -4.55 2.39 3.78 0.128
H -3.90 0.68 3.72 0.112
H -5.75 2.16 1.94 0.105
H -6.08 0.41 3.66 0.070
H -5.10 -0.71 2.56 0.078
H -6.80 -0.08 1.95 0.075
H -1.01 3.05 3.85 0.065
H -2.68 3.08 4.59 0.125
H -1.42 -1.78 2.34 0.106
H -2.69 -2.12 1.08 0.119
H -1.33 -1.49 -0.89 0.095
H -0.07 -0.56 0.16 0.082
H 1.10 -2.70 -0.25 0.065
H -0.43 -3.70 -0.22 0.065
H 0.31 -2.99 1.37 0.069
H -0.17 1.35 5.23 0.034
H -0.02 -0.54 5.04 0.031
H -1.59 0.31 4.63 0.042
H 0.71 3.13 2.56 -0.002
H 2.00 2.01 3.40 0.080
H 2.76 1.22 1.04 0.061
H 1.17 1.73 0.28 0.063
H 2.30 3.07 0.81 0.071
C 6.66 5.34 2.32 -0.063
C 6.59 5.01 0.84 -0.202
O 7.27 3.77 0.57 0.019
C 6.57 2.65 0.81 -0.367
O 5.44 2.63 1.23 0.171
C 7.39 1.42 0.43 -0.507
F 8.66 1.49 0.87 0.149
F 7.46 1.25 -0.91 0.155
F 6.88 0.28 0.93 0.151
H 7.70 5.35 2.66 0.081
H 6.21 6.32 2.51 0.083
H 6.13 4.59 2.92 0.078
H 7.10 5.78 0.26 0.125
H 5.55 4.97 0.49 0.129
C -5.92 -3.64 -8.64 -0.065
C -6.76 -2.83 -7.68 -0.207
O -7.15 -3.62 -6.55 0.018
C -6.23 -3.74 -5.57 -0.367
O -5.14 -3.24 -5.60 0.168
C -6.79 -4.56 -4.41 -0.514
F -7.44 -5.67 -4.83 0.149
F -7.68 -3.86 -3.68 0.159
F -5.84 -4.98 -3.56 0.148
H -6.45 -4.56 -8.93 0.082
H -5.70 -3.07 -9.54 0.081
H -4.98 -3.95 -8.18 0.077
H -7.69 -2.51 -8.17 0.124
H -6.24 -1.92 -7.36 0.128
C 8.82 -2.67 -0.55 -0.053
C 8.91 -2.36 0.93 -0.203
O 9.03 -3.58 1.69 0.027
C 10.26 -4.10 1.77 -0.372
O 11.24 -3.62 1.26 0.162
C 10.25 -5.35 2.65 -0.515
F 9.22 -6.17 2.36 0.155
F 10.15 -5.05 3.96 0.156
F 11.37 -6.09 2.51 0.155
H 8.00 -3.37 -0.75 0.087
H 8.65 -1.75 -1.12 0.078
H 9.73 -3.14 -0.91 0.077
H 7.99 -1.87 1.26 0.112
H 9.73 -1.68 1.15 0.127
```

Properties
Lowest unoccupied orbital energy   1.918 eV
Maximum force   0.1043 hartree/bohr
Net charge   -1
DFT total energy   -3696.8880 a.u.
Kohn-Sham gap   5.45 eV

No. 4
Density functional theory data (ωB97M-V/def2-TZVPD) for a structure of composition C46H61IrN5PSSbSi3 at a distorted geometry.

The geometry in XYZ format:
```
119
Properties=species:S:1:pos:R:3:lowdin_charge:R:1
Ir -0.76 0.06 -0.78 1.058
C 0.16 -4.82 -0.83 -0.275
Sb 0.57 -2.86 -0.05 1.451
C -1.38 -1.97 -0.61 -0.556
C -1.72 -2.03 -2.04 -0.455
C -2.52 -2.91 -2.77 0.002
C -2.74 -2.61 -4.10 -0.015
C -2.20 -1.45 -4.66 -0.031
C -1.46 -0.61 -3.87 -0.139
N -1.21 -0.92 -2.59 -0.169
Si -2.65 -2.44 0.77 0.420
C -3.09 -4.26 0.69 -0.160
C -1.86 -2.06 2.42 -0.199
C -4.25 -1.50 0.60 -0.188
C 2.35 -2.27 -1.19 -0.554
C 2.39 -0.79 -1.38 -0.384
C 3.65 -0.17 -1.52 -0.050
C 3.78 1.15 -1.88 -0.009
C 2.62 1.88 -2.15 -0.047
C 1.42 1.24 -1.98 -0.179
N 1.28 -0.05 -1.56 -0.031
Si 3.73 -2.86 0.07 0.430
C 5.45 -2.94 -0.68 -0.161
C 3.73 -1.66 1.50 -0.175
C 3.32 -4.57 0.73 -0.192
Si 2.58 -3.07 -2.93 0.474
C 1.03 -2.92 -3.95 -0.155
C 3.11 -4.85 -2.77 -0.156
C 3.87 -2.15 -3.94 -0.153
H -0.80 -5.12 -0.44 -0.020
H 0.92 -5.51 -0.48 0.004
H 0.12 -4.85 -1.92 0.002
H -2.94 -3.79 -2.30 0.116
H -3.35 -3.27 -4.71 0.125
H -2.38 -1.20 -5.70 0.119
H -1.04 0.32 -4.24 0.126
H -2.24 -4.93 0.77 0.014
H -3.66 -4.52 -0.20 0.036
H -3.73 -4.46 1.55 0.052
H -1.15 -2.83 2.73 0.028
H -2.64 -2.00 3.19 0.051
H -1.34 -1.11 2.39 -0.018
H -4.81 -1.81 -0.29 0.044
H -4.10 -0.42 0.53 -0.052
H -4.87 -1.69 1.47 0.049
H 4.53 -0.77 -1.38 0.089
H 4.76 1.59 -1.99 0.129
H 2.65 2.90 -2.48 0.117
H 0.50 1.77 -2.21 0.091
H 6.03 -2.04 -0.47 0.043
H 5.46 -3.11 -1.75 0.011
H 5.98 -3.78 -0.22 0.049
H 4.05 -0.66 1.20 0.034
H 4.42 -2.01 2.27 0.053
H 2.74 -1.58 1.96 0.015
H 3.22 -5.32 -0.05 0.022
H 2.44 -4.60 1.37 0.014
H 4.17 -4.87 1.36 0.051
H 0.14 -3.39 -3.51 0.012
H 1.19 -3.39 -4.92 0.057
H 0.80 -1.87 -4.12 0.025
H 2.39 -5.48 -2.25 0.019
H 4.07 -4.95 -2.26 0.031
H 3.24 -5.25 -3.77 0.053
H 3.61 -1.10 -4.09 0.037
H 3.91 -2.61 -4.92 0.051
H 4.88 -2.19 -3.53 0.029
C -1.73 5.65 0.08 0.019
C -2.55 4.76 -0.78 -0.222
C -3.54 5.19 -1.63 0.056
C -4.24 4.23 -2.38 -0.264
N -3.98 2.93 -2.29 0.116
C -3.03 2.53 -1.46 -0.663
S -2.89 0.82 -1.28 0.799
N -2.31 3.42 -0.73 0.144
C -5.33 4.63 -3.32 0.001
H -2.17 6.64 0.11 0.101
H -0.72 5.73 -0.32 0.085
H -1.66 5.26 1.10 0.099
H -3.77 6.24 -1.70 0.134
H -1.63 3.06 -0.06 0.100
H -5.48 5.70 -3.35 0.088
H -6.25 4.14 -3.02 0.104
H -5.08 4.27 -4.32 0.102
N -0.47 0.85 0.88 -0.371
P -0.22 1.67 2.21 0.831
C -1.78 1.95 3.05 -0.291
C -2.96 1.79 2.32 -0.096
C -4.19 2.03 2.92 -0.055
C -4.23 2.44 4.25 -0.051
C -3.06 2.60 4.98 -0.050
C -1.84 2.35 4.38 -0.078
C 0.90 0.83 3.34 -0.289
C 0.40 -0.06 4.29 -0.082
C 1.28 -0.71 5.15 -0.048
C 2.64 -0.47 5.05 -0.052
C 3.14 0.40 4.10 -0.079
C 2.27 1.05 3.23 -0.085
C 0.57 3.27 1.91 -0.304
C 0.87 4.12 2.98 -0.064
C 1.52 5.32 2.75 -0.044
C 1.91 5.67 1.46 -0.053
C 1.63 4.82 0.40 -0.087
C 0.95 3.63 0.62 -0.121
H -2.91 1.46 1.29 0.028
H -5.10 1.90 2.36 0.114
H -5.19 2.63 4.72 0.117
H -3.10 2.91 6.01 0.117
H -0.93 2.45 4.97 0.108
H -0.66 -0.24 4.38 0.101
H 0.89 -1.38 5.90 0.116
H 3.32 -0.98 5.73 0.117
H 4.20 0.59 4.03 0.117
H 2.66 1.74 2.49 0.112
H 0.61 3.84 3.99 0.109
H 1.74 5.98 3.58 0.119
H 2.43 6.60 1.29 0.118
H 1.97 5.08 -0.60 0.112
H 0.75 2.96 -0.19 0.058
```

Properties
Lowest unoccupied orbital energy (spin up / spin down)   -5.439 / -6.120 eV
Maximum force   0.0217 hartree/bohr
Net charge   +2
DFT total energy   -4015.4744 a.u.
Kohn-Sham gap (spin up / spin down)   6.84 / 6.16 eV
2S+1   2
ΔE to the lowest compared entry with this formula, charge and spin   0.0 kJ/mol
⟨S²⟩   0.760

No. 5
Density functional theory data (ωB97M-V/def2-TZVPD) for a structure of composition C11H11BrNO3SbSe5W at a distorted geometry.

The geometry in XYZ format:
```
34
Properties=species:S:1:pos:R:3:lowdin_charge:R:1
W 0.62 -0.36 1.11 1.223
C 1.21 -3.64 -0.90 -0.052
C 0.50 -3.30 0.39 -0.493
C -0.71 -4.16 0.67 -0.042
O 0.05 -1.93 0.31 -0.393
H 1.67 -4.62 -0.83 0.091
H 1.99 -2.91 -1.12 0.035
H 0.49 -3.65 -1.73 0.091
H 1.21 -3.36 1.23 0.129
H -1.43 -4.06 -0.14 0.089
H -1.19 -3.87 1.61 0.079
H -0.41 -5.21 0.75 0.088
Se 3.85 0.39 -3.15 0.137
Sb 5.36 -0.56 -1.42 -0.162
Se 6.71 1.02 -0.37 -0.015
Se 5.22 -2.88 -1.56 -0.015
Se 2.85 -0.25 0.92 0.186
Se -1.80 -1.51 4.93 0.667
C -0.59 -1.05 3.79 -0.913
N 0.25 -0.73 3.02 -0.151
Br 0.39 2.13 -2.07 0.804
C -1.06 3.07 -1.31 -0.592
C -1.60 4.14 -2.01 -0.114
C -2.66 4.85 -1.46 -0.068
C -3.16 4.50 -0.22 -0.066
C -2.62 3.43 0.48 -0.008
C -1.57 2.71 -0.07 -0.173
C -0.98 1.54 0.65 -0.633
O -1.29 0.35 0.32 -0.082
O -0.04 1.67 1.48 -0.097
H -1.20 4.41 -2.98 0.103
H -3.08 5.68 -2.00 0.110
H -3.98 5.05 0.21 0.109
H -3.01 3.15 1.45 0.128
```

Properties
Lowest unoccupied orbital energy (spin up / spin down)   -1.923 / -3.109 eV
Maximum force   0.0206 hartree/bohr
DFT total energy   -15594.7844 a.u.
Kohn-Sham gap (spin up / spin down)   6.19 / 5.81 eV
2S+1   3
ΔE to the lowest compared entry with this formula, charge and spin   7.9 kJ/mol
⟨S²⟩   2.021

No. 6
Density functional theory data (ωB97M-V/def2-TZVPD) for a structure of composition C17H18BN7O2S2Ti at a distorted geometry.

The geometry in XYZ format:
```
48
Properties=species:S:1:pos:R:3:lowdin_charge:R:1
H -3.37 0.04 2.50 0.113
N -2.15 -0.77 0.88 -0.112
B -0.98 -2.56 -0.67 -0.435
N -1.74 -2.05 0.59 0.010
C -2.41 -2.90 1.41 -0.041
Ti -2.37 0.93 -0.19 0.677
H -2.37 -3.97 1.26 0.132
C -3.16 -2.16 2.29 -0.061
H -3.82 -2.59 3.03 0.101
C -2.98 -0.82 1.98 -0.105
H -1.50 -3.62 -1.00 0.111
C 3.48 1.44 -1.59 -0.044
H 3.26 2.41 -2.07 0.025
H 2.59 1.10 -1.05 0.012
H 3.73 0.71 -2.37 0.024
N 0.54 -3.10 -0.50 -0.070
N -1.36 -1.51 -1.76 0.009
N 1.49 -2.27 0.03 0.028
N -1.56 -0.18 -1.55 -0.134
C 1.15 -4.27 -0.90 -0.108
C -1.85 -1.83 -2.97 -0.043
H 0.61 -5.13 -1.28 0.107
H -1.90 -2.87 -3.26 0.128
C 2.53 -4.11 -0.73 -0.094
C -2.26 -0.68 -3.62 -0.046
C 2.69 -2.82 -0.17 -0.173
C -2.07 0.38 -2.73 -0.113
H 3.31 -4.83 -0.96 0.083
H -2.71 -0.67 -4.59 0.099
H 3.62 -2.31 0.03 0.089
H -2.09 1.45 -2.91 0.108
H 4.28 1.55 -0.94 -0.016
O -1.42 5.17 4.57 -0.280
S -1.11 5.75 3.29 0.654
O -1.15 7.18 3.11 -0.281
N -1.93 4.98 2.06 -0.077
C -1.17 4.17 1.35 -0.713
S -1.87 3.15 0.12 0.595
C 0.27 4.22 1.68 -0.207
C 1.41 3.52 1.26 -0.011
C 2.65 3.74 1.85 -0.056
C 2.78 4.66 2.90 -0.056
C 1.65 5.34 3.38 -0.029
C 0.44 5.10 2.74 -0.239
H 1.30 2.80 0.46 0.096
H 3.54 3.19 1.50 0.108
H 3.76 4.84 3.34 0.107
H 1.67 6.01 4.24 0.128
```

Properties
Lowest unoccupied orbital energy (spin up / spin down)   -0.550 / -0.909 eV
Maximum force   0.0583 hartree/bohr
DFT total energy   -2863.0579 a.u.
Kohn-Sham gap (spin up / spin down)   7.32 / 7.95 eV
2S+1   3
⟨S²⟩   2.005